Entry 1:
A cluster of 12 separate species, C26H33Cl36F2IN3SSi in total, computed with ωB97M-V/def2-TZVPD.

Geometry as XYZ:
```
103
Properties=species:S:1:pos:R:3
C -1.04593 -2.01828 3.52552
Si -0.80386 -2.08757 1.64667
C -1.76010 -0.64221 0.87371
C -1.40058 -3.80474 1.05243
C -2.56363 -3.84799 0.03434
C -3.94474 -4.15783 0.58580
F -3.91544 -5.01824 1.62636
F -4.64629 -4.79987 -0.40664
C -4.81638 -2.96640 0.95745
S -4.38386 -2.47352 2.68846
C -4.96881 -1.84148 -0.05583
N -5.94777 -1.03233 0.69688
I -6.84128 0.52765 -0.29345
C -6.76542 -1.97056 1.25822
N -7.84250 -1.66018 1.91298
N -6.28631 -3.29157 1.08911
C 1.01241 -1.78140 1.24418
C 1.69398 -0.92603 2.11536
C 3.02873 -0.59274 1.91627
C 3.68667 -1.12845 0.81999
C 3.02657 -1.99084 -0.04604
C 1.69197 -2.31782 0.14723
H -1.56843 -1.10605 3.80989
H -0.11118 -2.12382 4.06983
H -1.67839 -2.84356 3.84350
H -1.11486 0.22852 0.98008
H -1.91658 -0.82082 -0.18747
H -2.68090 -0.40524 1.39833
H -0.55654 -4.29945 0.57957
H -1.62969 -4.40402 1.92956
H -2.61274 -2.96372 -0.59493
H -2.36531 -4.66849 -0.64687
H -4.32703 -1.14038 2.59647
H -4.07092 -1.37659 -0.44373
H -5.50760 -2.21616 -0.93687
H -8.49390 -2.36751 2.21256
H -8.01038 -0.69569 2.16511
H -6.65896 -3.57269 0.17382
H 1.18045 -0.49672 2.96628
H 3.51283 0.06738 2.61894
H 4.71945 -0.85453 0.65929
H 3.58563 -2.38233 -0.87910
H 1.16794 -2.96944 -0.53777
C -0.58431 1.42540 -2.32418
Cl 0.17883 2.17059 -3.71299
Cl -2.15040 0.72458 -2.77178
Cl 0.47511 0.19149 -1.63703
H -0.75259 2.18574 -1.57146
C 3.81784 4.05136 -3.46996
Cl 3.26443 2.78637 -2.36497
Cl 5.30247 3.56402 -4.28637
Cl 2.55712 4.42985 -4.64468
H 4.01735 4.94456 -2.89149
C 4.15653 -0.58582 -4.57763
Cl 5.71681 0.21662 -4.40588
Cl 3.51710 -0.97575 -2.97433
Cl 3.01703 0.42606 -5.46636
H 4.30150 -1.50270 -5.13240
C -10.73712 2.05201 1.76046
Cl -11.18370 0.82198 2.94227
Cl -9.17098 1.61517 1.01231
Cl -11.97614 2.23914 0.53235
H -10.61774 2.99530 2.27751
C 0.56329 8.08265 -4.56793
Cl -0.63800 7.97117 -3.27774
Cl 2.18700 7.83307 -3.92936
Cl 0.20460 6.92907 -5.85405
H 0.51557 9.07848 -4.98704
C -5.79721 4.71220 -1.10684
Cl -4.96878 5.48421 -2.44819
Cl -7.26059 3.88010 -1.67204
Cl -4.72404 3.58832 -0.26935
H -6.09977 5.47766 -0.40494
C 1.93605 4.33548 1.24000
Cl 1.17718 5.17247 -0.11772
Cl 1.72787 2.58514 1.09575
Cl 3.64513 4.75034 1.35871
H 1.44814 4.66003 2.14895
C 7.69830 2.26623 -1.44397
Cl 6.21494 2.89716 -0.73727
Cl 9.10442 2.68860 -0.46329
Cl 7.56749 0.51689 -1.63024
H 7.82452 2.71152 -2.42243
C 11.69610 0.93331 1.54898
Cl 11.56216 -0.39151 2.70655
Cl 12.84806 2.14574 2.11914
Cl 12.16170 0.32970 -0.03835
H 10.72600 1.40371 1.46008
C -1.38362 -7.55755 1.29269
Cl -2.07801 -9.16683 1.13766
Cl 0.05543 -7.57974 2.30800
Cl -1.00977 -6.88078 -0.29897
H -2.11828 -6.91588 1.76198
C 11.24845 2.62426 5.81506
Cl 9.48397 2.67376 5.73573
Cl 11.90194 4.23558 6.11137
Cl 11.78479 1.49611 7.05941
H 11.62004 2.27730 4.85937
C -4.23458 -3.55840 -4.02170
Cl -3.17246 -2.18581 -3.71513
Cl -3.40415 -5.07886 -3.72044
Cl -5.69761 -3.43260 -3.03072
H -4.53571 -3.53459 -5.06060
```

As for the net charge: +1. The value obtained for the max |F| is 1.50 eV/A. The energy relative to the best compared isomer or geometry (same formula, charge and spin) comes out at 29.9 kJ/mol. The calculation puts the HOMO energy at -0.404 hartree.

Löwdin atomic charge list, values in e, 8 entries: -0.185 0.616 -0.181 -0.220 -0.142 -0.536 0.080 0.050



Entry 2:
A structure of composition C26H33Cl5N2OPtSi3, computed with ωB97M-V/def2-TZVPD.

Geometry as XYZ:
```
71
Properties=species:S:1:pos:R:3
Pt 0.58216 0.55402 0.21363
C -1.34043 -2.31608 2.15876
Si -1.78327 -1.50136 0.51260
C -0.93705 -2.57743 -0.78538
C -3.64235 -1.88629 0.28441
C -1.45289 0.30716 0.47073
Si -1.92773 1.23321 -1.03434
C -1.31540 3.00766 -1.31945
C -3.83006 1.47399 -1.17376
C -1.61695 0.31154 -2.68371
Si -1.56346 1.20690 2.04884
C -1.39671 3.09139 1.97400
C -3.30100 0.97680 2.83831
C -0.40950 0.75086 3.53686
C -0.72752 1.26634 4.80330
C 0.10990 1.04804 5.88334
C 1.26023 0.30175 5.68974
C 1.50149 -0.19121 4.41606
N 0.70483 0.02065 3.37525
H -1.59090 -3.38168 2.11421
H -1.87449 -1.87871 3.00702
H -0.27152 -2.20505 2.34725
H -1.39964 -3.57134 -0.80174
H 0.11788 -2.68817 -0.52866
H -0.98304 -2.15628 -1.79072
H -3.84978 -2.93931 0.50417
H -3.95514 -1.69606 -0.74706
H -4.26371 -1.26980 0.93981
H -1.97062 3.74923 -0.85435
H -1.31556 3.19589 -2.39923
H -0.30034 3.14056 -0.94800
H -4.18231 2.10315 -0.34835
H -4.37281 0.52714 -1.11729
H -4.10626 1.97505 -2.10873
H 0.36805 0.10368 -2.08431
H -2.00081 0.98540 -3.46442
H -2.25115 -0.59060 -2.72623
H -2.20387 3.53512 1.38476
H -0.44402 3.37530 1.52665
H -1.45375 3.50790 2.98451
H -4.05186 1.17079 2.06529
H -3.50356 1.64409 3.67979
H -3.44651 -0.05102 3.18388
H -1.63300 1.84531 4.92658
H -0.12745 1.45607 6.86046
H 1.95760 0.10724 6.49568
H 2.38861 -0.78741 4.21810
Cl 8.09673 -1.22686 0.68290
C 6.49584 -0.58544 0.49147
C 5.43082 -1.40868 0.12113
Cl 5.73534 -3.09519 -0.15807
C 4.14965 -0.91324 -0.03240
Cl 2.85994 -1.94132 -0.52826
C 3.83094 0.47180 0.18666
O 2.69386 0.97965 0.06779
C 4.96161 1.28021 0.55226
Cl 4.64147 2.95835 0.81668
C 6.23544 0.76789 0.69837
Cl 7.54161 1.81911 1.15486
N -0.23179 -0.00328 -2.91110
C 0.23926 -0.63516 -4.00992
C -0.57828 -0.94734 -5.11313
C -0.04777 -1.58456 -6.22710
C 1.29088 -1.93656 -6.29194
C 2.10466 -1.63819 -5.19591
C 1.60212 -1.00521 -4.08155
H -1.62817 -0.69019 -5.08355
H -0.70505 -1.81182 -7.06052
H 1.69424 -2.43720 -7.16336
H 3.15389 -1.91230 -5.21181
H 2.23847 -0.78888 -3.23177
```

As for the net charge: -2. The value obtained for the max |F| is 0.14 eV/A. The energy relative to the best compared isomer or geometry (same formula, charge and spin) comes out at 10.8 kJ/mol. The calculation puts the HOMO energy at -0.035 hartree.

Löwdin atomic charge list, values in e, 8 entries: 0.480 -0.193 0.349 -0.183 -0.196 -0.680 0.369 -0.201



Entry 3:
A structure of composition C26H33ClIKN8O7, computed with ωB97M-V/def2-TZVPD.

Geometry as XYZ:
```
77
Properties=species:S:1:pos:R:3
K -1.21691 0.03240 -0.53529
O -5.13044 -1.01096 0.72653
C -4.77630 -1.06149 2.08996
C -3.78686 -2.19893 2.35899
N -2.62577 -2.04688 1.50053
C -2.23949 -3.26191 0.80896
C -1.26006 -2.92001 -0.36831
O -0.16889 -3.50524 -0.38351
O -1.70224 -2.10399 -1.19429
C -1.49415 -1.46850 2.19687
C -1.68552 0.05409 2.50848
O -2.25487 0.34485 3.57275
O -1.22852 0.83418 1.65612
H -4.29189 -1.09281 0.24009
H -5.70911 -1.21825 2.64813
H -4.31979 -0.12016 2.42062
H -4.29280 -3.14653 2.13209
H -3.51538 -2.17772 3.42690
H -3.13130 -3.70855 0.35697
H -1.77153 -4.00328 1.48693
H -0.61648 -1.57615 1.56049
H -1.30407 -2.00742 3.14928
Cl -3.85596 6.86906 -2.20510
C -3.13414 5.27472 -2.28239
C -2.30980 4.97713 -3.34308
C -1.72466 3.73292 -3.39560
I -0.43879 3.22277 -5.00084
C -1.89821 2.69077 -2.45945
O -1.31088 1.59653 -2.55304
C -2.84105 3.02308 -1.39598
N -3.15024 2.03899 -0.55316
C -3.96972 2.27510 0.43417
C -4.54909 3.53188 0.67013
C -4.28787 4.55447 -0.20079
C -3.42658 4.32147 -1.29282
H -2.12671 5.70481 -4.12096
H -4.18761 1.44410 1.08179
H -5.20492 3.67770 1.51710
H -4.73841 5.53402 -0.07222
N 1.65988 -0.19519 -1.31652
C 2.00122 -0.37491 -2.39451
N 2.50376 -0.63221 -3.58733
C 3.94104 -0.49021 -3.72414
C 4.38169 -1.27979 -4.95895
O 3.70490 -0.85001 -6.11668
C 2.30417 -1.01241 -5.96639
C 1.76077 -0.23217 -4.76872
H 4.42902 -0.88767 -2.83059
H 4.22751 0.56645 -3.85143
H 4.18733 -2.35059 -4.78787
H 5.44707 -1.12906 -5.15388
H 2.07027 -2.08189 -5.85133
H 1.86222 -0.64034 -6.89140
H 0.70594 -0.45615 -4.61223
H 1.86632 0.84607 -4.95911
C 1.48237 -0.15199 3.51502
N 2.69369 -0.30635 4.34287
C 3.74665 0.50038 3.74062
N 4.03287 0.11876 2.36303
C 2.77986 0.26310 1.59460
N 1.72333 -0.55240 2.14750
C 2.12373 -1.94214 2.12588
N 3.35619 -2.15454 2.90905
C 3.09243 -1.70718 4.27203
C 4.39386 -1.29608 2.35344
H 1.16362 0.89006 3.54043
H 0.68982 -0.76686 3.94264
H 4.66621 0.38554 4.33069
H 3.43956 1.55130 3.75038
H 2.96761 -0.04211 0.56364
H 2.46506 1.31010 1.61742
H 2.28385 -2.25848 1.09369
H 1.33279 -2.55286 2.56496
H 4.00807 -1.84946 4.86429
H 2.28565 -2.31589 4.69252
H 4.58084 -1.60016 1.31980
H 5.31583 -1.42893 2.93950
```

As for the net charge: -2. The value obtained for the max |F| is 1.30 eV/A. The energy relative to the best compared isomer or geometry (same formula, charge and spin) comes out at 126.3 kJ/mol. The calculation puts the HOMO energy at -0.074 hartree.

Löwdin atomic charge list, values in e, 8 entries: 0.825 -0.085 -0.257 -0.178 -0.172 -0.124 -0.757 -0.053



- Which of these has the lowest energy relative to the best compared isomer or geometry (same formula, charge and spin)?
  C26H33Cl5N2OPtSi3



- Which of these has the highest HOMO energy?
  C26H33Cl5N2OPtSi3



- Number 1 is which compound?
  C26H33Cl36F2IN3SSi